a) 14
Properties=species:S:1:pos:R:3:nbo_charge:R:1 method="wB97M-V/def2-TZVPD" gap_ha=0.37211 lumo_energy_ev=0.74 homo_ev=-9.4
C -0.609 -0.091 -1.527 0.093
N -1.540 0.336 -0.928 -0.114
O -1.749 0.138 0.423 -0.400
C -0.891 0.659 1.414 0.175
O 0.122 -0.135 1.695 -0.398
N 1.287 0.363 1.117 -0.138
C 1.442 0.022 -0.127 0.092
C 0.593 -0.849 -0.993 -0.577
H -0.636 -0.080 -2.654 0.196
H -1.475 0.584 2.379 0.181
H -0.696 1.712 1.408 0.179
H 2.542 0.167 -0.370 0.205
H 1.295 -1.485 -1.678 0.249
H 0.314 -1.341 -0.160 0.258

***

b) 14
Properties=species:S:1:pos:R:3:nbo_charge:R:1 method="wB97M-V/def2-TZVPD" gap_ha=0.39041 smiles="O[C@@H]1C=NN=COC1" lumo_energy_ev=0.56 homo_ev=-10.1
O 1.091 -1.137 1.176 -0.668
C 1.097 -0.605 -0.099 -0.012
C 1.249 0.874 -0.577 0.024
N 0.361 1.742 -0.213 -0.222
N -0.697 1.161 0.721 -0.403
C -1.450 0.302 0.378 0.389
O -1.561 -0.673 -0.523 -0.506
C -0.111 -1.068 -0.885 -0.122
H 0.339 -0.542 1.611 0.489
H 1.774 -1.039 -0.693 0.200
H 2.195 1.449 -1.071 0.232
H -2.381 0.021 0.987 0.155
H -0.022 -0.729 -1.926 0.206
H -0.497 -2.022 -0.592 0.238

***

c) 14
Properties=species:S:1:pos:R:3:nbo_charge:R:1 method="wB97M-V/def2-TZVPD" gap_ha=0.28353 lumo_energy_ev=0.48 homo_ev=-7.2
C 0.170 0.031 0.847 0.326
C -0.415 -1.125 0.490 -0.427
C -0.465 -1.195 -0.861 0.283
C -0.357 0.140 -1.266 -0.278
H 0.746 -0.089 2.770 0.406
H 0.902 1.449 1.884 0.390
H -0.628 -1.783 1.170 0.209
H -1.041 -1.541 -2.685 0.486
H 0.297 0.475 -2.236 0.182
H -0.211 2.369 0.293 0.469
N 0.403 0.496 2.029 -0.802
N 0.324 0.839 -0.292 -0.097
O -0.382 -2.208 -1.853 -0.655
O 0.657 2.144 -0.290 -0.493

***

d) 14
Properties=species:S:1:pos:R:3:nbo_charge:R:1 method="wB97M-V/def2-TZVPD" gap_ha=0.34435 lumo_energy_ev=0.29 homo_ev=-9.1
C 0.475 0.285 0.034 0.637
C -1.599 0.653 -0.548 -0.082
C -2.153 -0.060 0.740 -0.468
C -1.515 -0.830 -0.235 0.064
H 3.634 -0.570 0.709 0.476
H 1.962 1.388 0.182 0.371
H -2.203 1.134 -1.297 0.227
H -3.135 -0.566 0.823 0.222
H -1.836 0.010 1.681 0.224
H -2.159 -1.586 -0.831 0.217
N 1.794 0.378 0.424 -0.352
N -0.310 1.209 -0.141 -0.508
O 2.858 -0.398 -0.245 -0.531
O -0.095 -1.003 -0.153 -0.498

***

Stability summary: most stable b), least stable c).

***

a) 14
Properties=species:S:1:pos:R:3:nbo_charge:R:1 method="wB97M-V/def2-TZVPD" gap_ha=0.29678 smiles=Nc1cc(O)cn1O lumo_energy_ev=0.56 homo_ev=-7.5
N -1.960 -1.405 0.068 -0.845
C -0.809 -0.616 -0.301 0.317
C 0.426 -1.086 0.023 -0.400
C 1.350 -0.134 -0.024 0.257
O 2.690 -0.263 0.139 -0.647
C 0.724 1.030 -0.059 -0.240
N -0.662 0.634 -0.302 -0.055
O -1.447 1.630 0.290 -0.538
H -1.757 -2.389 0.281 0.396
H -2.587 -0.933 0.795 0.389
H 0.818 -2.070 -0.264 0.206
H 2.946 0.631 0.258 0.473
H 0.949 2.067 -0.206 0.214
H -2.103 1.979 -0.491 0.473

***

b) 14
Properties=species:S:1:pos:R:3:nbo_charge:R:1 method="wB97M-V/def2-TZVPD" gap_ha=0.36498 lumo_energy_ev=0.82 homo_ev=-9.1
C 1.019 -0.368 0.929 -0.007
C -0.493 -0.462 0.787 -0.433
C -1.016 -1.071 -0.532 -0.072
C -1.255 0.770 0.285 0.787
H 0.607 1.407 -0.856 0.360
H 2.288 1.418 -1.295 0.384
H 1.472 -0.830 1.803 0.195
H -0.941 -0.841 1.713 0.258
H -1.523 -2.045 -0.559 0.201
H -0.281 -1.047 -1.367 0.203
N 1.498 0.913 -0.934 -0.643
N 1.861 0.171 0.132 -0.201
O -1.903 0.076 -0.734 -0.496
O -1.332 1.909 0.628 -0.535

***

c) 14
Properties=species:S:1:pos:R:3:nbo_charge:R:1 method="wB97M-V/def2-TZVPD" gap_ha=0.32182 lumo_energy_ev=0.16 homo_ev=-8.6
C 0.253 1.434 -0.086 0.121
C -2.100 -0.174 0.094 0.917
C 1.429 -0.133 0.774 -0.050
C -0.368 0.311 -0.802 -0.359
N 1.154 1.203 0.796 -0.465
N 0.570 -0.789 -0.391 -0.578
O -1.882 -1.258 0.630 -0.699
O -2.937 0.669 -0.121 -0.616
H -0.260 2.337 -0.278 0.208
H 2.534 -0.344 0.610 0.203
H 0.952 -0.806 1.629 0.208
H -0.606 0.379 -1.869 0.237
H 1.260 -1.276 -1.028 0.417
H 0.002 -1.553 0.043 0.455

***

Stability summary: most stable b), least stable a).

***

a) 14
Properties=species:S:1:pos:R:3:nbo_charge:R:1 method="wB97M-V/def2-TZVPD" gap_ha=0.35799 smiles=NCc1cc(O)on1 lumo_energy_ev=0.66 homo_ev=-9.1
N -0.767 -0.916 1.746 -0.842
C -0.526 -0.751 0.300 -0.247
C 0.269 0.513 0.063 0.167
C 1.636 0.654 0.451 -0.442
C 1.881 1.961 0.274 0.603
O 3.072 2.543 0.426 -0.636
O 0.800 2.618 -0.219 -0.335
N -0.249 1.647 -0.322 -0.141
H -1.352 -1.734 1.944 0.364
H -1.137 -0.112 2.193 0.367
H -1.517 -0.735 -0.200 0.192
H 0.023 -1.601 -0.139 0.206
H 2.329 -0.149 0.790 0.248
H 2.948 3.470 0.102 0.495

***

b) 14
Properties=species:S:1:pos:R:3:nbo_charge:R:1 method="wB97M-V/def2-TZVPD" gap_ha=0.30398 smiles="[H]/N=C(/C)OC(O)=C=N" lumo_energy_ev=0.59 homo_ev=-7.7
H 1.501 0.396 1.677 0.360
N 1.775 -0.161 0.864 -0.637
C 0.761 -0.602 0.236 0.567
C 0.804 -1.498 -0.956 -0.697
O -0.575 -0.597 0.848 -0.533
C -1.231 0.468 0.325 0.421
O -2.560 0.404 0.064 -0.655
C -0.550 1.603 0.132 0.198
N -0.218 2.727 0.386 -0.589
H 0.514 -2.511 -0.661 0.239
H 1.818 -1.536 -1.359 0.245
H 0.120 -1.140 -1.726 0.236
H -2.830 -0.515 0.237 0.491
H 0.673 2.962 -0.067 0.357

***

Stability summary: most stable a), least stable b).

***

a) 69
Properties=species:S:1:pos:R:3:nbo_charge:R:1 method="wB97M-V/def2-TZVPD" gap_ha=0.05258 lumo_energy_ev=-5.35 homo_ev=-6.8
Be -0.131 -0.422 0.475 0.244
C -2.029 1.011 -7.320 -0.656
C -2.621 0.564 -5.862 -0.113
O -1.683 0.213 -4.890 -0.409
H -2.815 0.821 -8.050 0.199
H -1.189 0.444 -7.722 0.215
H -1.773 2.054 -7.510 0.210
H -3.298 -0.284 -5.961 0.215
H -3.340 1.342 -5.605 0.206
C 5.046 -3.893 4.308 -0.634
C 3.731 -3.576 4.955 -0.132
O 2.941 -2.595 4.290 -0.392
H 5.573 -4.727 4.770 0.207
H 5.745 -3.073 4.473 0.207
H 4.965 -4.051 3.232 0.220
H 4.036 -3.250 5.949 0.223
H 3.188 -4.494 5.182 0.190
N -5.531 -1.695 1.973 -0.410
C -5.659 -2.234 3.193 0.035
C -6.922 -2.608 3.704 -0.263
C -8.057 -2.320 2.874 -0.162
C -7.870 -1.684 1.656 -0.268
C -6.633 -1.443 1.261 0.027
H -4.746 -2.254 3.770 0.200
H -7.012 -3.231 4.582 0.221
H -9.051 -2.711 3.037 0.214
H -8.721 -1.384 1.061 0.217
H -6.488 -0.888 0.345 0.188
N 2.338 4.530 0.215 -0.408
C 3.152 5.022 1.235 0.024
C 3.676 6.333 1.326 -0.259
C 3.240 7.246 0.354 -0.178
C 2.349 6.765 -0.670 -0.253
C 1.844 5.434 -0.709 0.020
H 3.543 4.264 1.899 0.196
H 4.365 6.604 2.112 0.222
H 3.615 8.258 0.381 0.218
H 2.043 7.428 -1.466 0.211
H 1.252 5.081 -1.541 0.207
C 7.156 -1.774 -2.505 -0.732
C 6.334 -1.135 -1.375 0.601
O 5.121 -1.237 -1.279 -0.534
C 7.163 -0.343 -0.365 -0.739
H 7.003 -1.127 -3.368 0.240
H 6.673 -2.738 -2.670 0.244
H 8.240 -1.740 -2.405 0.223
H 7.429 0.684 -0.614 0.242
H 8.156 -0.760 -0.194 0.217
H 6.700 -0.253 0.618 0.239
C -4.549 5.719 3.714 -0.721
C -4.187 4.729 2.616 0.584
O -3.402 3.804 2.779 -0.547
C -4.724 4.831 1.175 -0.707
H -5.255 5.140 4.310 0.245
H -4.978 6.635 3.309 0.218
H -3.745 6.106 4.341 0.245
H -5.720 5.273 1.206 0.210
H -4.643 3.975 0.506 0.244
H -4.106 5.620 0.746 0.230
C -0.530 -6.013 -3.416 -0.738
C 0.132 -5.937 -2.059 0.610
O -0.256 -5.473 -0.999 -0.539
C 1.553 -6.517 -2.079 -0.725
H 0.124 -5.662 -4.214 0.237
H -1.413 -5.407 -3.211 0.239
H -0.892 -7.004 -3.690 0.240
H 1.541 -7.387 -2.735 0.207
H 1.731 -6.841 -1.054 0.233
H 2.274 -5.763 -2.396 0.237

***

b) 69
Properties=species:S:1:pos:R:3:nbo_charge:R:1 method="wB97M-V/def2-TZVPD" gap_ha=0.26762 lumo_energy_ev=0.32 homo_ev=-7.0
Be -10.105 9.668 -14.552 1.570
C -13.605 6.822 -13.980 -0.649
C -13.494 8.404 -13.934 -0.060
O -12.270 8.813 -13.327 -0.967
H -12.991 6.225 -14.654 0.187
H -14.628 6.482 -14.139 0.191
H -13.366 6.285 -13.062 0.198
H -14.387 8.841 -13.488 0.133
H -13.408 8.804 -14.945 0.140
C -6.205 9.181 -16.308 -0.628
C -6.917 10.566 -16.431 -0.035
O -7.985 10.654 -15.488 -1.002
H -5.457 8.995 -17.078 0.185
H -6.821 8.299 -16.486 0.182
H -5.799 9.004 -15.312 0.190
H -7.235 10.588 -17.474 0.110
H -6.214 11.399 -16.396 0.141
N -9.823 7.377 -15.422 -0.514
C -10.350 6.321 -14.740 0.049
C -10.401 5.003 -15.150 -0.262
C -9.671 4.648 -16.324 -0.147
C -9.072 5.704 -17.040 -0.275
C -9.154 7.019 -16.545 0.043
H -10.705 6.465 -13.730 0.237
H -10.996 4.259 -14.640 0.229
H -9.556 3.619 -16.630 0.220
H -8.594 5.491 -17.985 0.226
H -8.880 7.916 -17.080 0.227
N -9.845 11.054 -12.196 -0.457
C -10.685 11.186 -11.129 0.043
C -10.368 11.636 -9.843 -0.260
C -8.978 11.749 -9.566 -0.166
C -8.100 11.649 -10.652 -0.274
C -8.593 11.384 -11.944 0.055
H -11.734 11.110 -11.378 0.213
H -11.060 11.690 -9.016 0.224
H -8.735 12.096 -8.573 0.215
H -7.045 11.854 -10.547 0.218
H -7.755 11.234 -12.608 0.228
C -11.286 10.623 -19.370 -0.733
C -11.362 9.739 -18.150 0.602
O -10.959 10.057 -17.041 -0.567
C -11.851 8.337 -18.244 -0.732
H -12.019 11.428 -19.334 0.254
H -11.236 9.981 -20.250 0.226
H -10.391 11.224 -19.208 0.257
H -11.405 7.725 -19.028 0.225
H -12.924 8.241 -18.405 0.240
H -11.702 7.858 -17.276 0.244
C -7.128 7.947 -10.738 -0.719
C -7.636 7.610 -12.139 0.616
O -8.568 8.275 -12.661 -0.573
C -6.999 6.446 -12.917 -0.738
H -6.152 8.422 -10.842 0.237
H -6.967 7.039 -10.157 0.229
H -7.789 8.679 -10.275 0.244
H -5.921 6.438 -13.078 0.238
H -7.388 6.523 -13.932 0.242
H -7.273 5.460 -12.543 0.235
C -11.406 14.088 -13.710 -0.732
C -11.949 12.741 -14.163 0.635
O -11.286 11.974 -14.802 -0.566
C -13.420 12.416 -13.891 -0.749
H -10.386 14.023 -14.089 0.245
H -11.331 14.228 -12.631 0.236
H -11.955 14.907 -14.174 0.231
H -13.576 11.437 -13.439 0.267
H -14.030 12.346 -14.792 0.241
H -13.934 13.088 -13.204 0.208

***

Stability summary: most stable b), least stable a).

***

a) 14
Properties=species:S:1:pos:R:3:nbo_charge:R:1 method="wB97M-V/def2-TZVPD" gap_ha=0.34549 smiles="C/C(CO)=N/N" lumo_energy_ev=0.69 homo_ev=-8.7
C 1.067 -0.403 1.437 -0.643
C 0.043 -0.278 0.326 0.198
C 0.301 0.682 -0.825 -0.135
O 1.574 1.297 -0.658 -0.713
N -1.053 -0.893 0.457 -0.255
N -2.031 -0.754 -0.500 -0.652
H 2.071 -0.690 1.063 0.224
H 0.767 -1.152 2.169 0.232
H 1.212 0.597 1.918 0.224
H -0.486 1.451 -0.884 0.163
H 0.228 0.135 -1.807 0.187
H 1.804 1.679 -1.557 0.473
H -2.937 -1.077 -0.154 0.365
H -2.130 0.203 -0.809 0.332

***

b) 14
Properties=species:S:1:pos:R:3:nbo_charge:R:1 method="wB97M-V/def2-TZVPD" gap_ha=0.39049 smiles="[H]/N=C(/C)ONC" lumo_energy_ev=0.91 homo_ev=-9.7
H -0.686 -0.464 1.983 0.360
N -1.108 0.319 1.525 -0.706
C -0.563 0.762 0.522 0.561
C -1.055 1.978 -0.185 -0.679
O 0.635 0.465 -0.033 -0.402
N 1.236 -0.836 0.346 -0.343
C 0.806 -1.864 -0.585 -0.451
H -0.778 2.868 0.410 0.240
H -2.111 1.858 -0.353 0.234
H -0.724 1.924 -1.195 0.223
H 2.224 -0.750 0.205 0.355
H 0.479 -1.313 -1.618 0.197
H 1.676 -2.451 -0.884 0.206
H -0.029 -2.496 -0.136 0.206

***

c) 14
Properties=species:S:1:pos:R:3:nbo_charge:R:1 method="wB97M-V/def2-TZVPD" gap_ha=0.36219 smiles="CNC(=O)NC" lumo_energy_ev=0.84 homo_ev=-9.0
C -2.320 0.563 0.245 -0.441
N -1.145 -0.278 0.449 -0.676
C -0.087 -0.249 -0.419 0.776
O -0.164 0.032 -1.606 -0.648
N 1.082 -0.512 0.252 -0.632
C 2.335 -0.157 -0.361 -0.414
H -2.587 1.031 1.214 0.203
H -2.810 -0.297 -0.212 0.231
H -2.074 1.393 -0.431 0.224
H -1.194 -0.946 1.200 0.389
H 1.002 -0.358 1.246 0.381
H 2.541 0.923 -0.299 0.182
H 3.134 -0.709 0.135 0.196
H 2.285 -0.435 -1.414 0.230

***

d) 14
Properties=species:S:1:pos:R:3:nbo_charge:R:1 method="wB97M-V/def2-TZVPD" gap_ha=0.32344 lumo_energy_ev=0.97 homo_ev=-7.8
C 2.582 0.144 -0.364 0.268
C -1.039 -1.224 -0.261 -0.466
C -1.335 0.926 0.678 -0.476
N 0.185 0.652 -1.080 -0.289
N -0.685 0.184 -0.410 -0.063
O 2.152 -0.394 0.636 -0.551
H 2.363 -0.096 -1.463 0.168
H -2.148 -1.219 0.084 0.203
H -0.778 -1.665 -1.196 0.226
H -0.328 -1.522 0.470 0.234
H -2.339 0.774 0.531 0.192
H -1.036 0.634 1.740 0.217
H -1.109 2.033 0.677 0.228
H 3.516 0.773 -0.042 0.109

***

Stability summary: most stable c), least stable d).